This record from the OMol25 dataset describes a molecular structure, C6H10BN2O14 in a non-equilibrium geometry. The level of theory is wB97M-V/def2-TZVPD.

Last column: natural (NBO) charge in e.
Element x y z (Å)
N -1.455 -1.579 2.882  -0.91
H -1.573 -1.304 3.854  0.41
H -1.826 -0.828 2.266  0.49
H -1.747 -2.547 2.804  0.41
H -0.426 -1.574 2.737  0.49
N -1.549 1.367 0.588  -0.95
H -1.294 1.556 -0.385  0.43
H -2.082 2.060 1.094  0.39
H -0.673 1.160 1.134  0.44
H -2.246 0.501 0.570  0.45
O -0.527 -0.922 -4.419  -0.55
C 0.272 -0.557 -3.605  0.68
O 1.600 -0.560 -3.677  -0.64
B 2.095 -0.012 -2.370  1.15
O 0.899 0.310 -1.577  -0.65
C -0.147 0.250 -2.366  0.69
O -1.258 0.628 -2.083  -0.59
O 2.920 1.218 -2.494  -0.65
C 4.112 0.988 -1.991  0.68
O 5.030 1.748 -1.866  -0.56
C 4.172 -0.489 -1.557  0.67
O 2.923 -0.988 -1.689  -0.66
O 5.054 -1.113 -1.054  -0.54
O 2.559 0.100 1.527  -0.70
C 1.438 -0.455 2.027  0.98
O 1.449 -1.626 2.444  -0.77
O 0.382 0.258 2.011  -0.89
H 2.319 0.955 1.154  0.49
O -5.072 -0.060 0.680  -0.67
C -3.885 0.612 0.695  0.94
O -2.914 0.150 1.467  -0.86
O -3.704 1.512 -0.118  -0.66
H -4.845 -0.759 1.318  0.47

As for the orbital gap: 8.7 eV. The lowest unoccupied orbital energy comes out at 0.068 hartree. As for the net charge: -1. The relative energy (zero: lowest compared OMol25 entry of this formula, charge and spin) comes out at 0.000 eV.

---

This record from the OMol25 dataset describes a single C6H10BN3O2 molecule in a non-equilibrium geometry. The level of theory is wB97M-V/def2-TZVPD.

Last column: natural (NBO) charge in e.
Element x y z (Å)
B 0.518 -1.567 -0.081  0.88
C -0.435 -0.953 -0.933  -0.16
C -0.549 1.589 0.093  0.19
C -1.490 1.642 -0.898  0.10
C 1.147 -2.487 1.865  -0.09
C 2.329 -2.668 0.853  -0.10
C -2.120 3.056 -0.931  -0.61
N -1.970 0.736 -1.655  -0.37
N -1.398 -0.500 -1.619  -0.29
N 0.605 2.227 0.277  -0.74
O 0.065 -1.962 1.232  -0.67
O 1.887 -1.914 -0.299  -0.69
H 0.981 -3.463 2.374  0.17
H 1.331 -1.655 2.582  0.17
H 3.363 -2.253 1.120  0.18
H 2.646 -3.717 0.564  0.17
H -2.309 3.245 -2.065  0.24
H -3.082 3.102 -0.516  0.24
H -1.375 3.745 -0.510  0.21
H -2.066 -1.120 -2.123  0.38
H 0.872 2.738 -0.523  0.39
H 1.050 2.178 1.193  0.42

As for the orbital gap: 7.9 eV. The lowest unoccupied orbital energy comes out at 0.013 hartree. The relative energy (zero: lowest compared OMol25 entry of this formula, charge and spin) comes out at 4.573 eV.

---

This record from the OMol25 dataset describes 2 unconnected molecules or ions with the total composition C6H10BrN3O in a non-equilibrium geometry. The level of theory is wB97M-V/def2-TZVPD.

Last column: natural (NBO) charge in e.
Element x y z (Å)
C 0.014 -0.105 -1.413  0.60
C 2.044 -1.007 2.973  -0.38
C 0.883 -0.785 2.389  -0.41
C -2.929 -1.106 0.633  -0.19
C -0.652 -0.117 -0.114  0.16
C 1.298 1.338 -2.893  -0.43
N -1.792 -0.519 0.407  -0.12
N -1.294 0.779 0.747  -0.11
N 0.592 1.101 -1.690  -0.57
O 0.077 -1.115 -2.059  -0.59
Br -1.960 2.564 -0.397  -0.27
H 2.510 -1.958 2.825  0.19
H 2.651 -0.246 3.594  0.20
H 0.261 0.109 2.408  0.21
H 0.403 -1.664 1.851  0.19
H -3.148 -2.137 0.255  0.23
H -3.725 -0.527 1.251  0.23
H 0.774 0.566 -3.566  0.23
H 1.141 2.236 -3.384  0.22
H 2.247 0.893 -2.917  0.21
H 0.603 1.700 -0.899  0.41

As for the orbital gap (alpha / beta): 7.2 / 7.2 eV. The lowest unoccupied orbital energy (alpha / beta) comes out at -0.041 / -0.041 hartree. The relative energy (zero: lowest compared OMol25 entry of this formula, charge and spin) comes out at 6.083 eV.

---

This record from the OMol25 dataset describes a molecular structure, C6H10Cl19NO4P2S in a non-equilibrium geometry. The level of theory is wB97M-V/def2-TZVPD.

Last column: natural (NBO) charge in e.
Element x y z (Å)
N 0.574 1.413 0.602  -1.29
P -0.872 1.106 0.139  1.59
O -0.920 0.581 -1.428  -0.99
S -2.317 0.265 -2.234  1.79
O -2.544 1.380 -3.104  -0.91
O -3.348 0.454 -0.936  -1.03
P -4.975 0.295 -1.297  1.34
O -5.554 1.506 -0.415  -0.98
Cl -5.447 -1.221 -0.021  -0.30
H 0.779 0.800 1.385  0.38
H -1.697 2.229 0.124  -0.07
H -1.442 0.098 0.919  -0.06
H -5.490 2.341 -0.894  0.51
C 2.684 -1.572 2.824  -0.29
Cl 1.731 -0.260 3.525  0.02
Cl 2.026 -2.051 1.257  0.01
Cl 4.375 -1.103 2.673  0.03
H 2.621 -2.424 3.488  0.23
C 7.829 0.960 1.278  -0.29
Cl 6.690 2.255 1.634  0.03
Cl 9.472 1.420 1.724  0.02
Cl 7.351 -0.532 2.092  0.02
H 7.809 0.778 0.212  0.23
C -6.094 -5.562 0.454  -0.29
Cl -5.043 -6.820 1.102  0.02
Cl -6.050 -4.121 1.468  0.02
Cl -5.653 -5.170 -1.208  0.02
H -7.108 -5.940 0.451  0.23
C 0.617 -1.748 -4.934  -0.29
Cl -0.968 -1.292 -4.297  0.01
Cl 0.969 -0.886 -6.428  0.03
Cl 1.869 -1.454 -3.725  0.02
H 0.601 -2.808 -5.149  0.23
C -0.637 2.947 4.985  -0.29
Cl -0.451 1.553 6.052  0.01
Cl -0.226 2.523 3.324  0.03
Cl -2.276 3.594 5.086  0.01
H 0.047 3.716 5.317  0.23
C 2.209 2.416 -3.167  -0.28
Cl 0.795 3.051 -2.340  0.03
Cl 2.394 3.149 -4.763  0.01
Cl 3.665 2.648 -2.198  0.02
H 2.064 1.352 -3.304  0.23

As for the orbital gap: 9.6 eV. The lowest unoccupied orbital energy comes out at 0.009 hartree.

---

This record from the OMol25 dataset describes 2 unconnected molecules or ions with the total composition C6H10ClFN2O in a non-equilibrium geometry. The level of theory is wB97M-V/def2-TZVPD.

Last column: natural (NBO) charge in e.
Element x y z (Å)
C -0.293 -0.874 1.649  -0.08
C 0.377 -2.208 1.345  0.01
C -2.114 2.676 -1.422  -0.48
C 0.350 2.267 -1.594  -0.70
C 1.865 -2.216 1.933  -0.41
C -1.095 1.962 -1.810  0.42
N -0.088 -0.955 -0.460  -0.22
N -0.444 -0.197 0.546  -0.18
O 0.279 -2.351 -0.055  -0.37
F -1.285 0.727 -2.443  -0.37
Cl 1.842 -3.472 3.119  -0.05
H -0.500 -0.466 2.611  0.21
H -3.211 2.519 -1.686  0.22
H -0.137 -3.155 1.604  0.22
H -1.972 3.582 -0.910  0.21
H 0.805 2.610 -2.553  0.23
H 0.919 1.420 -1.301  0.24
H 0.603 2.836 -0.752  0.24
H 2.111 -1.415 2.505  0.21
H 2.527 -2.485 1.088  0.23
H -0.539 -0.806 -1.415  0.42

As for the orbital gap: 9.1 eV. The lowest unoccupied orbital energy comes out at 0.032 hartree. As for the structure (SMILES): ClC[C@H]1C=NNO1.C=C(C)F. The relative energy (zero: lowest compared OMol25 entry of this formula, charge and spin) comes out at 3.405 eV.

---

This record from the OMol25 dataset describes a single C6H10ClN molecule in a non-equilibrium geometry. The level of theory is wB97M-V/def2-TZVPD.

Last column: natural (NBO) charge in e.
Element x y z (Å)
C -0.428 -0.807 0.647  -0.21
C -1.244 0.472 0.171  -0.21
C -0.268 1.639 -0.100  -0.42
C 0.717 1.217 -1.276  -0.22
C -0.187 -1.034 -0.881  -0.06
C -1.517 -0.305 -1.144  -0.44
H -1.138 -1.543 1.134  0.22
H -2.073 0.754 0.825  0.21
H 0.291 1.746 0.790  0.22
H -0.803 2.579 -0.355  0.22
H 1.686 1.678 -1.156  0.20
H 0.421 1.510 -2.335  0.16
H 1.466 -0.507 -1.973  0.37
H -0.091 -2.071 -1.225  0.21
H -2.325 -0.971 -0.879  0.21
H -1.687 0.119 -2.144  0.22
N 0.970 -0.200 -1.160  -0.64
Cl 0.884 -0.529 1.820  -0.05

As for the orbital gap: 9.6 eV. The lowest unoccupied orbital energy comes out at 0.035 hartree. As for the structure (SMILES): Cl[C@H]1[C@H]2CCN[C@@H]1C2. The relative energy (zero: lowest compared OMol25 entry of this formula, charge and spin) comes out at 0.930 eV.

---

This record from the OMol25 dataset describes 2 unconnected molecules or ions with the total composition C6H10F2INO in a non-equilibrium geometry. The level of theory is wB97M-V/def2-TZVPD.

Last column: Mulliken spin population.
Element x y z (Å)
C 0.309 0.187 -1.222  0.03
C 1.138 1.212 0.833  -0.01
C 1.151 -0.035 -0.038  0.02
C -0.657 1.226 -0.753  0.41
C 0.747 -2.384 0.220  0.00
C -2.237 0.216 0.205  0.61
N 0.051 1.994 0.088  0.36
O 0.617 -1.086 0.716  0.00
F -3.319 0.983 -0.145  0.05
F -1.894 0.639 1.503  0.04
I -2.841 -1.776 0.268  0.46
H 0.872 0.442 -2.195  0.02
H -0.253 -0.741 -1.470  0.00
H 1.039 1.099 1.880  0.01
H 1.981 1.809 0.722  0.01
H 2.213 -0.218 -0.216  0.00
H -1.340 1.602 -1.458  0.02
H 1.619 -2.317 -0.556  0.00
H -0.081 -2.886 -0.010  0.00
H 1.209 -2.800 1.149  0.00
H -0.322 2.831 0.480  -0.02

As for the orbital gap (alpha / beta): 5.5 / 7.1 eV. The lowest unoccupied orbital energy (alpha / beta) comes out at 0.028 / -0.076 hartree. As for the multiplicity: 3. The relative energy (zero: lowest compared OMol25 entry of this formula, charge and spin) comes out at 0.000 eV. As for the expectation value of S²: 2.008.

---

This record from the OMol25 dataset describes 2 unconnected molecules or ions with the total composition C6H10F3NO3S in a non-equilibrium geometry. The level of theory is wB97M-V/def2-TZVPD.

Last column: natural (NBO) charge in e.
Element x y z (Å)
C -1.063 0.279 -1.382  -0.41
C -1.752 -0.393 -0.197  -0.43
C 0.359 -0.147 -1.177  -0.24
C -0.926 -1.417 0.472  -0.05
C -0.846 -2.810 -0.248  -0.62
C 1.164 -0.641 1.212  0.39
N 0.338 -0.741 0.239  -0.43
O 2.454 1.951 2.452  -0.83
O 0.352 1.649 1.098  -0.89
O 1.443 3.768 1.529  -0.33
F 2.405 2.332 0.001  -0.46
F 2.270 0.127 0.852  -0.41
F 0.570 4.281 0.501  -0.11
S 1.617 2.214 1.350  2.59
H -1.386 -0.067 -2.302  0.21
H -1.054 1.374 -1.383  0.22
H -2.042 0.427 0.347  0.23
H -2.585 -0.765 -0.764  0.22
H 0.688 -1.099 -1.611  0.21
H 1.059 0.665 -1.328  0.23
H -0.919 -1.584 1.479  0.24
H -0.870 -2.766 -1.283  0.20
H -1.466 -3.513 0.198  0.22
H 0.189 -3.125 -0.057  0.22

As for the orbital gap: 8.4 eV. The lowest unoccupied orbital energy comes out at -0.022 hartree. The relative energy (zero: lowest compared OMol25 entry of this formula, charge and spin) comes out at 2.872 eV.

---

This record from the OMol25 dataset describes a single C6H10FN molecule in a non-equilibrium geometry. The level of theory is wB97M-V/def2-TZVPD.

Last column: natural (NBO) charge in e.
Element x y z (Å)
C 0.303 -0.278 -0.563  0.08
C -0.295 -0.183 0.701  0.10
C 0.821 1.106 -0.860  -0.48
C 0.197 1.987 0.203  -0.25
C 0.271 -1.446 -1.493  -0.66
C -1.122 -1.353 1.272  -0.66
N -0.258 1.116 1.278  -0.05
F 0.890 1.075 2.359  -0.36
H 1.855 1.024 -0.637  0.23
H 0.502 1.493 -1.778  0.22
H 0.805 2.816 0.631  0.24
H -0.725 2.599 -0.147  0.21
H 0.362 -2.254 -0.861  0.23
H 0.978 -1.434 -2.303  0.23
H -0.622 -1.470 -2.077  0.23
H -0.989 -1.292 2.406  0.24
H -0.750 -2.348 0.958  0.22
H -2.223 -1.157 0.914  0.23

As for the orbital gap: 9.5 eV. The lowest unoccupied orbital energy comes out at 0.029 hartree. As for the structure (SMILES): CC1=C(C)N(F)CC1. The relative energy (zero: lowest compared OMol25 entry of this formula, charge and spin) comes out at 2.631 eV.

---

This record from the OMol25 dataset describes a molecular structure, C6H10FN2 in a non-equilibrium geometry. The level of theory is wB97M-V/def2-TZVPD.

Last column: natural (NBO) charge in e.
Element x y z (Å)
C 0.330 1.774 -0.066  -0.50
C -1.196 -1.339 -0.393  -0.20
C -1.361 0.337 1.694  -0.24
C 1.597 0.860 -0.352  -0.24
C 0.385 -1.412 -0.479  -0.29
C -0.544 0.795 0.562  0.44
N -1.491 -0.066 0.219  -0.32
N 0.970 -0.334 0.243  0.05
F 1.853 -0.891 1.223  -0.21
H 0.645 2.496 0.636  0.26
H -0.215 2.415 -0.740  0.28
H -1.578 -1.365 -1.330  0.23
H -1.576 -2.078 0.200  0.23
H -0.940 -0.265 2.470  0.24
H -2.138 1.073 2.049  0.25
H 1.917 0.926 -1.336  0.24
H 2.591 1.149 0.154  0.28
H 0.841 -2.325 -0.170  0.28
H 0.668 -1.340 -1.536  0.24

As for the orbital gap: 11.1 eV. The lowest unoccupied orbital energy comes out at -0.137 hartree. As for the net charge: +1. The relative energy (zero: lowest compared OMol25 entry of this formula, charge and spin) comes out at 6.049 eV.

---

This record from the OMol25 dataset describes a molecular structure, C6H10FNS in a non-equilibrium geometry. The level of theory is wB97M-V/def2-TZVPD.

Last column: natural (NBO) charge in e.
Element x y z (Å)
C -1.792 -2.011 -1.236  -0.44
C -1.149 -0.979 -0.735  0.25
C 0.759 0.373 -0.475  0.37
C 2.018 0.536 -1.291  -0.64
C 0.675 0.348 2.073  -0.59
C 0.427 1.152 0.711  -0.50
N -0.013 -0.476 -0.974  -0.46
F -3.985 -0.497 0.185  -0.50
S -2.597 0.199 0.698  0.24
H -2.687 -2.547 -0.999  0.24
H -1.437 -2.610 -2.119  0.22
H 2.069 1.534 -1.931  0.24
H 2.943 0.692 -0.561  0.22
H 2.270 -0.194 -1.987  0.24
H 0.360 0.967 3.021  0.22
H 1.752 0.296 2.207  0.22
H 0.050 -0.469 2.020  0.22
H -0.550 1.514 0.683  0.24
H 0.888 2.175 0.711  0.23

As for the orbital gap: 8.3 eV. The lowest unoccupied orbital energy comes out at -0.001 hartree. The relative energy (zero: lowest compared OMol25 entry of this formula, charge and spin) comes out at 2.434 eV.

---

This record from the OMol25 dataset describes a single C6H10FP molecule in a non-equilibrium geometry. The level of theory is wB97M-V/def2-TZVPD.

Last column: natural (NBO) charge in e.
Element x y z (Å)
C -0.493 0.685 0.036  -0.10
C 0.027 -0.584 -0.108  0.08
C 0.128 1.845 -0.512  -0.37
C 1.307 -0.651 -0.945  -0.81
C -1.673 0.955 0.941  -0.63
C -0.584 -1.847 0.207  -0.66
F 3.136 -0.342 0.903  -0.60
P 2.708 0.522 -0.433  0.91
H 0.701 1.767 -1.346  0.17
H -0.134 2.880 -0.204  0.20
H 1.832 -1.639 -0.970  0.24
H 0.991 -0.315 -1.878  0.23
H -2.481 1.415 0.409  0.22
H -1.170 1.496 1.736  0.23
H -2.104 0.028 1.369  0.20
H -1.291 -1.612 1.016  0.22
H 0.170 -2.541 0.583  0.23
H -1.070 -2.062 -0.804  0.23

As for the orbital gap (alpha / beta): 7.3 / 7.0 eV. The lowest unoccupied orbital energy (alpha / beta) comes out at -0.010 / -0.013 hartree. The relative energy (zero: lowest compared OMol25 entry of this formula, charge and spin) comes out at 2.545 eV.